[1]
# C4H10N3O

A gas-phase ion, C4H10N3O (charge +1) in a non-equilibrium geometry (ωB97M-V/def2-TZVPD, OMol25).

Last columns: bonded neighbours and bond lengths (Å).
Element x y z (Å)
1 C -2.57 0.41 0.04  N2 1.479, H9 1.094, H10 1.089, H11 1.064
2 N -1.11 0.16 0.07  C1 1.479, C3 1.474, N7 1.290
3 C -0.60 -1.18 -0.25  N2 1.474, C4 1.510, H12 1.104, H13 1.069
4 C 0.90 -1.10 -0.07  C3 1.510, N5 1.393, H14 1.193, H15 1.214
5 N 1.24 0.20 -0.42  C4 1.393, C6 1.416, N7 1.681
6 C 2.37 0.81 0.17  N5 1.416, H16 1.069, H17 1.101, H18 1.081
7 N -0.16 1.03 0.02  N2 1.290, N5 1.681, O8 1.210
8 O -0.21 2.23 0.11  N7 1.210
9 H -2.94 -0.25 0.83  C1 1.094
10 H -2.83 1.46 -0.01  C1 1.089
11 H -3.04 0.04 -0.85  C1 1.064
12 H -1.05 -1.53 -1.19  C3 1.104
13 H -0.93 -1.94 0.43  C3 1.069
14 H 1.20 -1.41 1.04  C4 1.193
15 H 1.56 -1.85 -0.77  C4 1.214
16 H 2.33 1.88 0.14  C6 1.069
17 H 2.61 0.45 1.18  C6 1.101
18 H 3.23 0.59 -0.45  C6 1.081

Summary:
- Relative energy (zero: lowest compared OMol25 entry of this formula, charge and spin): 4.750 eV
- Net charge: +1
- LUMO level: -4.92 eV
- Electronic energy: -397.50472 Eh
- Orbital gap: 9.694 eV

***

[2]
# C3H10N3O2

2 unconnected molecules or ions with the total composition C3H10N3O2 (ωB97M-V/def2-TZVPD, OMol25).

Last columns: bonded neighbours and bond lengths (Å).
Element x y z (Å)
1 C -1.59 1.29 0.21  C2 1.344, N4 1.368, H5 1.085
2 C -1.43 0.23 -0.61  C1 1.344, N3 1.479, H6 1.078
3 N -0.22 0.17 -1.45  C2 1.479, H7 1.018, H8 1.047, H9 1.020
4 N -2.67 1.49 1.03  C1 1.368, H10 1.004, H11 1.009
5 H -0.87 2.10 0.21  C1 1.085
6 H -2.21 -0.46 -0.87  C2 1.078
7 H 0.31 1.04 -1.42  N3 1.018
8 H 0.44 -0.57 -1.12  N3 1.047
9 H -0.49 -0.04 -2.42  N3 1.020
10 H -3.32 0.74 1.15  N4 1.004
11 H -2.39 1.90 1.91  N4 1.009
12 N 1.97 -1.43 -0.40  C13 1.425, H16 1.014, H17 1.015
13 C 2.21 -0.56 0.70  N12 1.425, O14 1.343, O15 1.186
14 O 1.72 -0.99 1.87  C13 1.343, H18 0.961
15 O 2.78 0.47 0.59  C13 1.186
16 H 1.97 -2.39 -0.09  N12 1.014
17 H 2.74 -1.31 -1.05  N12 1.015
18 H 1.06 -1.68 1.75  O14 0.961

Summary:
- Relative energy (zero: lowest compared OMol25 entry of this formula, charge and spin): 2.072 eV
- Net charge: +1
- LUMO level: -3.23 eV
- Electronic energy: -434.82397 Eh
- Orbital gap: 9.939 eV

***

[3]
# C22H52N2O5

5 unconnected molecules or ions with the total composition C22H52N2O5 in a non-equilibrium geometry (ωB97M-V/def2-TZVPD, OMol25).

Last columns: bonded neighbours and bond lengths (Å).
Element x y z (Å)
1 C -6.91 4.41 -3.30  C2 1.533, H12 1.090, H13 1.090, H14 1.090
2 C -6.16 5.30 -4.30  C1 1.533, C3 1.520, C4 1.541, N10 1.534
3 C -7.11 5.59 -5.45  C2 1.520, H15 1.090, H16 1.090, H17 1.090
4 C -5.72 6.61 -3.63  C2 1.541, C5 1.600, H18 1.090, H19 1.090
5 C -4.50 6.42 -2.62  C4 1.600, C6 1.562, H20 1.090, H21 1.090
6 C -3.29 5.82 -3.42  C5 1.562, C7 1.613, H22 1.090, H23 1.090
7 C -3.68 4.45 -4.17  C6 1.613, C8 1.550, C9 1.571, N10 1.453
8 C -2.52 4.27 -5.18  C7 1.550, H24 1.090, H25 1.090, H26 1.090
9 C -3.65 3.27 -3.13  C7 1.571, H27 1.090, H28 1.090, H29 1.090
10 N -4.93 4.61 -4.90  C2 1.534, C7 1.453, O11 1.385
11 O -5.21 3.46 -5.62  N10 1.385, H30 0.960
12 H -6.41 4.22 -2.35  C1 1.090
13 H -7.76 5.01 -2.99  C1 1.090
14 H -7.23 3.47 -3.75  C1 1.090
15 H -7.95 6.26 -5.23  C3 1.090
16 H -6.62 6.24 -6.18  C3 1.090
17 H -7.49 4.74 -6.03  C3 1.090
18 H -5.37 7.40 -4.30  C4 1.090
19 H -6.56 6.98 -3.03  C4 1.090
20 H -4.08 7.30 -2.15  C5 1.090
21 H -4.72 5.69 -1.84  C5 1.090
22 H -2.58 5.44 -2.68  C6 1.090
23 H -2.82 6.60 -4.02  C6 1.090
24 H -2.50 3.34 -5.75  C8 1.090
25 H -1.52 4.20 -4.77  C8 1.090
26 H -2.44 5.12 -5.86  C8 1.090
27 H -2.61 2.99 -3.03  C9 1.090
28 H -4.15 2.35 -3.44  C9 1.090
29 H -4.06 3.64 -2.19  C9 1.090
30 H -5.32 2.82 -4.91  O11 0.960
31 C 8.64 -3.32 5.36  C32 1.582, H42 1.090, H43 1.090, H44 1.090
32 C 8.03 -3.69 3.95  C31 1.582, C33 1.555, C34 1.574, N40 1.485
33 C 9.09 -3.63 2.81  C32 1.555, H45 1.090, H46 1.090, H47 1.090
34 C 7.60 -5.20 4.05  C32 1.574, C35 1.561, H48 1.090, H49 1.090
35 C 6.76 -5.76 2.86  C34 1.561, C36 1.590, H50 1.090, H51 1.090
36 C 5.58 -4.73 2.58  C35 1.590, C37 1.536, H52 1.090, H53 1.090
37 C 6.01 -3.27 2.43  C36 1.536, C38 1.585, C39 1.654, N40 1.525
38 C 6.75 -3.18 1.03  C37 1.585, H54 1.090, H55 1.090, H56 1.090
39 C 4.61 -2.38 2.39  C37 1.654, H57 1.090, H58 1.090, H59 1.090
40 N 6.83 -2.86 3.64  C32 1.485, C37 1.525, O41 1.384
41 O 7.12 -1.51 3.69  N40 1.384, H60 0.960
42 H 7.86 -3.27 6.13  C31 1.090
43 H 9.31 -2.47 5.50  C31 1.090
44 H 9.21 -4.14 5.79  C31 1.090
45 H 10.07 -3.73 3.27  C33 1.090
46 H 9.06 -2.68 2.29  C33 1.090
47 H 9.00 -4.38 2.02  C33 1.090
48 H 8.41 -5.89 4.25  C34 1.090
49 H 7.00 -5.20 4.96  C34 1.090
50 H 6.41 -6.77 3.08  C35 1.090
51 H 7.31 -5.93 1.93  C35 1.090
52 H 4.94 -4.71 3.47  C36 1.090
53 H 5.04 -5.03 1.68  C36 1.090
54 H 7.28 -4.13 1.04  C38 1.090
55 H 5.98 -3.20 0.25  C38 1.090
56 H 7.47 -2.37 0.89  C38 1.090
57 H 4.36 -2.10 1.37  C39 1.090
58 H 3.71 -2.78 2.85  C39 1.090
59 H 4.82 -1.47 2.96  C39 1.090
60 H 7.84 -1.60 3.06  O41 0.960
61 C -5.97 -3.28 -3.25  C62 1.533, H64 1.090, H65 1.090, H66 1.090
62 C -4.54 -2.73 -3.41  C61 1.533, O63 1.424, H67 1.090, H68 1.090
63 O -3.85 -3.63 -4.28  C62 1.424, H69 0.960
64 H -6.71 -2.67 -2.72  C61 1.090
65 H -6.15 -4.25 -2.79  C61 1.090
66 H -6.40 -3.38 -4.24  C61 1.090
67 H -4.04 -2.63 -2.45  C62 1.090
68 H -4.38 -1.78 -3.92  C62 1.090
69 H -2.94 -3.60 -3.98  O63 0.960
70 C -1.86 0.16 6.58  C71 1.566, H73 1.090, H74 1.090, H75 1.090
71 C -1.85 -1.38 6.28  C70 1.566, O72 1.419, H76 1.090, H77 1.090
72 O -2.03 -1.64 4.89  C71 1.419, H78 0.960
73 H -1.82 0.43 7.63  C70 1.090
74 H -2.59 0.83 6.12  C70 1.090
75 H -0.89 0.58 6.30  C70 1.090
76 H -2.65 -1.74 6.93  C71 1.090
77 H -0.95 -1.83 6.68  C71 1.090
78 H -1.80 -2.56 4.75  O72 0.960
79 O -1.44 -0.67 0.88  H80 0.957, H81 0.957
80 H -1.44 -0.98 1.78  O79 0.957
81 H -1.92 0.15 0.90  O79 0.957

Summary:
- LUMO level: 0.41 eV
- Electronic energy: -1354.92395 Eh
- Orbital gap: 8.663 eV

***

[4]
# C5H14N2O2Si

2 unconnected molecules or ions with the total composition C5H14N2O2Si in a non-equilibrium geometry (ωB97M-V/def2-TZVPD, OMol25).

Last columns: bonded neighbours and bond lengths (Å).
Element x y z (Å)
1 C -3.63 0.17 -0.57  C5 1.322, H11 1.118, H13 1.074
2 C 2.97 -0.87 0.01  Si10 1.855, H14 1.058, H15 1.174, H16 1.048
3 C 1.07 1.09 -1.57  Si10 1.871, H17 1.049, H18 1.174, H19 1.017
4 C 1.40 1.15 1.61  Si10 1.877, H20 1.049, H21 1.169, H22 1.056
5 C -3.10 0.68 0.53  C1 1.322, H23 1.047, H24 1.042
6 N -0.05 -0.77 0.12  N7 1.203, Si10 1.734
7 N -0.30 -1.95 0.14  N6 1.203, O8 1.421, O9 1.169
8 O -1.70 -2.18 0.14  N7 1.421, H12 0.968
9 O 0.35 -2.92 0.08  N7 1.169
10 Si 1.41 0.15 0.02  C2 1.855, C3 1.871, C4 1.877, N6 1.734
11 H -4.71 0.39 -0.80  C1 1.118
12 H -2.15 -1.37 -0.14  O8 0.968
13 H -3.14 -0.30 -1.40  C1 1.074
14 H 3.02 -1.57 -0.78  C2 1.058
15 H 3.89 -0.17 -0.16  C2 1.174
16 H 2.96 -1.58 0.78  C2 1.048
17 H 0.16 1.60 -1.57  C3 1.049
18 H 1.78 1.98 -1.86  C3 1.174
19 H 1.13 0.53 -2.42  C3 1.017
20 H 0.65 1.87 1.67  C4 1.049
21 H 1.55 0.36 2.46  C4 1.169
22 H 2.22 1.80 1.72  C4 1.056
23 H -3.68 1.28 1.16  C5 1.047
24 H -2.11 0.61 0.83  C5 1.042

Summary:
- <S²>: 2.01
- 2S+1: 3
- LUMO level (spin up / spin down): 0.76 / -2.77 eV
- Electronic energy: -748.08411 Eh
- Orbital gap (spin up / spin down): 6.944 / 7.351 eV

***

[5]
# C5H10O

A single C5H10O molecule in a non-equilibrium geometry (ωB97M-V/def2-TZVPD, OMol25).

Last columns: bonded neighbours and bond lengths (Å).
Element x y z (Å)
1 C -2.39 0.01 0.30  C2 1.520, H7 1.095, H8 1.088, H9 1.091
2 C -1.46 0.08 -0.90  C1 1.520, C3 1.505, H10 1.095, H11 1.095
3 C -0.06 0.53 -0.57  C2 1.505, C4 1.334, H12 1.088
4 C 0.87 -0.32 -0.12  C3 1.334, C5 1.500, H13 1.085
5 C 2.09 0.17 0.60  C4 1.500, O6 1.430, H14 1.091, H15 1.092
6 O 3.28 -0.46 0.11  C5 1.430, H16 0.958
7 H -3.30 -0.50 -0.02  C1 1.095
8 H -2.66 0.98 0.70  C1 1.088
9 H -2.04 -0.64 1.10  C1 1.091
10 H -1.90 0.76 -1.64  C2 1.095
11 H -1.38 -0.90 -1.39  C2 1.095
12 H 0.22 1.58 -0.63  C3 1.088
13 H 0.95 -1.36 -0.42  C4 1.085
14 H 1.98 -0.04 1.67  C5 1.091
15 H 2.20 1.25 0.49  C5 1.092
16 H 3.57 -1.13 0.72  O6 0.958

Summary:
- Relative energy (zero: lowest compared OMol25 entry of this formula, charge and spin): 1.374 eV
- LUMO level: 0.99 eV
- Electronic energy: -271.70213 Eh
- Orbital gap: 10.070 eV

***

[6]
# C4H4N2

A single C4H4N2 molecule in a non-equilibrium geometry (ωB97M-V/def2-TZVPD, OMol25).

Last columns: bonded neighbours and bond lengths (Å).
Element x y z (Å)
1 N 1.69 0.60 -0.02  N2 1.372, H7 1.019, H8 1.015
2 N 0.34 0.43 -0.19  N1 1.372, C3 1.401, C6 1.498
3 C -0.62 1.42 0.02  N2 1.401, C4 1.322
4 C -1.62 0.57 0.14  C3 1.322, C5 1.383
5 C -1.58 -0.80 -0.01  C4 1.383, C6 1.367, H9 1.069
6 C -0.23 -0.96 -0.14  N2 1.498, C5 1.367, H10 1.066
7 H 1.96 0.69 0.96  N1 1.019
8 H 2.00 1.42 -0.53  N1 1.015
9 H -2.34 -1.56 0.02  C5 1.069
10 H 0.40 -1.81 -0.26  C6 1.066

Summary:
- Relative energy (zero: lowest compared OMol25 entry of this formula, charge and spin): 6.614 eV
- LUMO level (spin up / spin down): -1.34 / -1.33 eV
- Electronic energy: -264.08337 Eh
- Orbital gap (spin up / spin down): 7.436 / 7.440 eV

***

[7]
# C6H14O

A single C6H14O molecule in a non-equilibrium geometry (ωB97M-V/def2-TZVPD, OMol25).

Last columns: bonded neighbours and bond lengths (Å).
Element x y z (Å)
1 C -2.44 -0.74 -0.60  C2 1.597, H8 1.086, H9 1.088, H10 1.088
2 C -1.66 0.19 0.44  C1 1.597, C3 1.508, H11 1.091, H12 1.089
3 C -0.47 0.86 -0.20  C2 1.508, C4 1.610, H13 1.089, H14 1.090
4 C 0.92 0.23 0.32  C3 1.610, C5 1.532, C6 1.529, O7 1.418
5 C 2.07 0.99 -0.37  C4 1.532, H15 1.088, H16 1.087, H17 1.091
6 C 1.05 -1.26 0.03  C4 1.529, H18 1.087, H19 1.091, H20 1.087
7 O 0.95 0.44 1.72  C4 1.418, H21 0.963
8 H -1.81 -1.56 -0.91  C1 1.086
9 H -2.73 -0.17 -1.48  C1 1.088
10 H -3.34 -1.12 -0.12  C1 1.088
11 H -2.37 0.95 0.79  C2 1.091
12 H -1.40 -0.41 1.30  C2 1.089
13 H -0.49 0.79 -1.29  C3 1.089
14 H -0.43 1.91 0.08  C3 1.090
15 H 2.00 2.05 -0.14  C5 1.088
16 H 2.02 0.86 -1.45  C5 1.087
17 H 3.03 0.62 -0.02  C5 1.091
18 H 0.30 -1.82 0.58  C6 1.087
19 H 2.04 -1.62 0.32  C6 1.091
20 H 0.91 -1.46 -1.04  C6 1.087
21 H 1.84 0.29 2.05  O7 0.963

Summary:
- Relative energy (zero: lowest compared OMol25 entry of this formula, charge and spin): 0.296 eV
- LUMO level: 0.93 eV
- Electronic energy: -312.24415 Eh
- Orbital gap: 11.101 eV

***

[8]
# C17H15F3NO4S

2 unconnected molecules or ions with the total composition C17H15F3NO4S in a non-equilibrium geometry (ωB97M-V/def2-TZVPD, OMol25).

Last columns: bonded neighbours and bond lengths (Å).
Element x y z (Å)
1 F 2.20 2.04 -2.24  C2 1.369
2 C 0.84 2.07 -2.38  F1 1.369, F3 1.357, F4 1.365, S5 1.793
3 F 0.47 3.29 -2.84  C2 1.357
4 F 0.47 1.15 -3.32  C2 1.365
5 S 0.12 1.67 -0.79  C2 1.793, N6 1.736
6 N -1.52 1.93 -1.28  S5 1.736, C7 1.417, C15 1.416
7 C -2.41 0.85 -1.49  N6 1.417, O8 1.214, C9 1.488
8 O -2.14 -0.33 -1.41  C7 1.214
9 C -3.69 1.52 -1.85  C7 1.488, C10 1.382, C14 1.390
10 C -3.54 2.89 -1.77  C9 1.382, C11 1.392, C15 1.493
11 C -4.59 3.75 -2.09  C10 1.392, C12 1.407, H17 1.088
12 C -5.81 3.16 -2.48  C11 1.407, C13 1.412, H18 1.090
13 C -5.96 1.76 -2.54  C12 1.412, C14 1.407, H19 1.089
14 C -4.89 0.91 -2.22  C9 1.390, C13 1.407, H20 1.089
15 C -2.16 3.20 -1.31  N6 1.416, C10 1.493, O16 1.218
16 O -1.65 4.26 -1.00  C15 1.218
17 H -4.43 4.82 -2.04  C11 1.088
18 H -6.66 3.79 -2.75  C12 1.090
19 H -6.92 1.32 -2.83  C13 1.089
20 H -4.94 -0.18 -2.24  C14 1.089
21 C 3.52 -3.82 2.91  C22 1.529, H31 1.097, H32 1.099, H33 1.099
22 C 2.90 -2.55 2.34  C21 1.529, C23 1.538, C24 1.541, C30 1.541
23 C 2.11 -1.87 3.48  C22 1.538, H34 1.095, H35 1.099, H36 1.100
24 C 3.98 -1.61 1.78  C22 1.541, C25 1.544, H37 1.099, H38 1.105
25 C 3.41 -0.35 1.09  C24 1.544, O26 1.242, C27 1.431
26 O 4.09 0.68 1.04  C25 1.242
27 C 2.09 -0.44 0.55  C25 1.431, C28 1.436, H39 1.086
28 C 1.32 -1.66 0.52  C27 1.436, O29 1.231, C30 1.543
29 O 0.19 -1.75 0.04  C28 1.231
30 C 2.00 -2.90 1.14  C22 1.541, C28 1.543, H40 1.105, H41 1.098
31 H 4.11 -4.34 2.14  C21 1.097
32 H 4.18 -3.59 3.75  C21 1.099
33 H 2.73 -4.50 3.26  C21 1.099
34 H 1.65 -0.93 3.18  C23 1.095
35 H 1.33 -2.55 3.84  C23 1.099
36 H 2.79 -1.66 4.32  C23 1.100
37 H 4.68 -1.31 2.57  C24 1.099
38 H 4.55 -2.20 1.03  C24 1.105
39 H 1.69 0.44 0.05  C27 1.086
40 H 2.65 -3.37 0.39  C30 1.105
41 H 1.23 -3.62 1.44  C30 1.098

Summary:
- Relative energy (zero: lowest compared OMol25 entry of this formula, charge and spin): 0.000 eV
- Net charge: -1
- LUMO level: 1.55 eV
- Electronic energy: -1710.39248 Eh
- Orbital gap: 4.989 eV

***

- Which of these has the highest electronic energy?
  C4H4N2

***

Copy entry 1 word for word.
# C4H10N3O

A gas-phase ion, C4H10N3O (charge +1) in a non-equilibrium geometry (ωB97M-V/def2-TZVPD, OMol25).

Last columns: bonded neighbours and bond lengths (Å).
Element x y z (Å)
1 C -2.57 0.41 0.04  N2 1.479, H9 1.094, H10 1.089, H11 1.064
2 N -1.11 0.16 0.07  C1 1.479, C3 1.474, N7 1.290
3 C -0.60 -1.18 -0.25  N2 1.474, C4 1.510, H12 1.104, H13 1.069
4 C 0.90 -1.10 -0.07  C3 1.510, N5 1.393, H14 1.193, H15 1.214
5 N 1.24 0.20 -0.42  C4 1.393, C6 1.416, N7 1.681
6 C 2.37 0.81 0.17  N5 1.416, H16 1.069, H17 1.101, H18 1.081
7 N -0.16 1.03 0.02  N2 1.290, N5 1.681, O8 1.210
8 O -0.21 2.23 0.11  N7 1.210
9 H -2.94 -0.25 0.83  C1 1.094
10 H -2.83 1.46 -0.01  C1 1.089
11 H -3.04 0.04 -0.85  C1 1.064
12 H -1.05 -1.53 -1.19  C3 1.104
13 H -0.93 -1.94 0.43  C3 1.069
14 H 1.20 -1.41 1.04  C4 1.193
15 H 1.56 -1.85 -0.77  C4 1.214
16 H 2.33 1.88 0.14  C6 1.069
17 H 2.61 0.45 1.18  C6 1.101
18 H 3.23 0.59 -0.45  C6 1.081

Summary:
- Relative energy (zero: lowest compared OMol25 entry of this formula, charge and spin): 4.750 eV
- Net charge: +1
- LUMO level: -4.92 eV
- Electronic energy: -397.50472 Eh
- Orbital gap: 9.694 eV

***

- The highest electronic energy belongs to which entry?
  C4H4N2